103
Properties=species:S:1:pos:R:3 method="wB97M-V/def2-TZVPD" homo_energy_ev="-8.1 / -7.9" energy_ev=-130837.66158 total_charge=+1 de_lowest_ev=31.754 e_lumo_ev="-2.8 / -2.8"
Sn -0.83022 0.38401 -0.81761
Cl 4.01177 1.49322 0.43996
C 3.54288 2.72015 -0.65855
C 2.36351 2.74471 -1.43050
C 1.16338 2.20316 -1.72789
Cl -0.12223 2.24401 -2.35777
C 2.42356 4.02611 -2.23967
Cl 1.18182 4.55482 -3.46610
C 3.57085 4.66889 -1.89494
Cl 4.10428 6.18411 -2.49000
C 4.25784 3.86786 -0.92435
Cl 5.74818 4.27457 -0.19562
N -0.51915 -1.66746 -2.29341
C 0.70614 -2.38767 -1.89475
C 1.15002 -3.31792 -3.03693
C 2.26096 -4.35521 -2.79528
C 2.25837 -5.03337 -1.42301
N 2.94906 -4.14129 -0.50210
C 3.48250 -4.41902 0.65976
N 3.30445 -5.60605 1.25957
N 4.20462 -3.47030 1.27013
C 1.74853 -1.35544 -1.42489
O 2.94417 -1.69804 -1.37351
O 1.32209 -0.23505 -1.02157
H -1.25787 -2.32697 -2.51454
H -0.32102 -1.14054 -3.15633
H 0.45962 -2.96206 -0.99092
H 1.46615 -2.68791 -3.87151
H 0.25039 -3.85510 -3.35034
H 3.23442 -3.88235 -2.92643
H 2.16498 -5.11999 -3.56563
H 2.78303 -5.99021 -1.48971
H 1.23531 -5.22829 -1.08154
H 3.07710 -3.16685 -0.87996
H 2.82559 -6.34545 0.77703
H 3.81807 -5.84887 2.08780
H 4.27743 -2.55890 0.84214
H 4.57505 -3.59129 2.19477
C -2.34378 -3.34393 0.84721
C -1.50590 -2.88986 2.05553
C -0.36739 -3.89641 2.24768
C -2.39510 -2.83885 3.29731
P -0.78417 -1.19312 1.60398
C -2.25825 -0.11612 1.90766
C -2.40614 0.81212 2.93700
C -3.47570 1.69714 2.95678
C -4.42556 1.67846 1.94831
C -4.32246 0.73877 0.93396
C -3.25436 -0.14463 0.91932
C 0.55749 -0.69098 2.83730
C 0.28197 -0.91429 4.32442
C 1.83087 -1.45604 2.42525
C 0.87201 0.77975 2.53437
H -2.54085 -4.41573 0.91258
H -1.82088 -3.14291 -0.09173
H -3.30560 -2.83550 0.82300
H -0.77906 -4.90740 2.28625
H 0.16395 -3.72355 3.18229
H 0.34801 -3.84775 1.42079
H -2.87297 -3.81089 3.44383
H -3.17719 -2.08985 3.18436
H -1.82299 -2.60282 4.19291
H -1.69551 0.85051 3.74680
H -3.56366 2.40302 3.77279
H -5.25155 2.37731 1.95797
H -5.06868 0.68705 0.15216
H -3.20051 -0.88789 0.13381
H 0.31976 -1.97346 4.58167
H -0.68355 -0.53318 4.64754
H 1.05473 -0.40521 4.90527
H 1.79985 -2.50612 2.70807
H 2.69037 -0.99388 2.91734
H 1.98004 -1.37253 1.34533
H 0.05438 1.45199 2.77093
H 1.11446 0.89102 1.47703
H 1.74884 1.08513 3.10949
C -0.15361 6.00315 0.06557
C -1.22933 4.98094 0.43269
C -1.59840 5.12714 1.92561
C -2.48452 5.16302 -0.43280
C -0.78766 3.57757 0.33068
N -0.57990 2.47499 0.60375
H -0.51102 6.99464 0.34061
H 0.03992 5.99876 -1.00757
H 0.78191 5.80462 0.58859
H -1.99643 6.12870 2.08912
H -0.71951 4.99421 2.55625
H -2.35387 4.39493 2.20933
H -2.90377 6.15278 -0.25754
H -3.22916 4.40224 -0.19364
H -2.24040 5.06334 -1.49139
N -1.81509 0.22276 -6.01377
C -1.44096 0.87527 -4.88114
C -2.55495 1.72012 -4.26280
N -2.65682 2.60193 -3.11239
C -1.48029 2.58477 -2.64672
C 0.04138 1.32077 -3.40381
N -0.13559 0.53996 -4.46886
H -2.63662 0.52369 -6.50610
H -1.07508 -0.20102 -6.54686
H -3.49163 1.65541 -4.79715
H -0.38758 2.67893 -1.31254
H 0.28846 3.32302 -2.89948


100
Properties=species:S:1:pos:R:3 method="wB97M-V/def2-TZVPD" spin_multiplicity=2 homo_energy_ev="-13.0 / -13.0" energy_ev=-109961.00219 total_charge=+2 de_lowest_ev=0.306 e_lumo_ev="-5.6 / -9.6"
Sn 1.96024 0.74458 -0.24795
C 2.53185 1.80870 4.34041
C 1.10310 2.25890 4.05617
S 0.56880 2.15349 2.30014
C 0.65915 3.88659 1.75894
C 2.03622 4.50268 1.81052
S 3.22451 3.68484 0.68681
C 4.72709 3.81406 1.71917
C 4.80193 2.76412 2.81903
S 3.78509 3.14705 4.29612
H 2.83950 1.01659 3.65575
H 2.57972 1.43541 5.36462
H 0.93024 3.27818 4.39699
H 0.42327 1.59536 4.58893
H -0.02894 4.45170 2.38752
H 0.27063 3.88776 0.74409
H 2.46011 4.44623 2.81621
H 1.96543 5.54842 1.50688
H 4.77823 4.82189 2.12905
H 5.55815 3.67563 1.02822
H 5.82807 2.71536 3.18714
H 4.49207 1.79008 2.43940
O -1.31806 3.42437 -0.74349
Cl -0.47735 2.77186 -1.65470
O -1.00206 2.67583 -2.93747
O 0.82457 3.33644 -1.63470
O -0.27518 1.39987 -1.13469
N 2.75622 1.20551 -2.51124
C 4.11836 1.09526 -3.06303
C 4.71804 -0.28704 -2.80394
C 5.44557 -0.42176 -1.45633
C 4.77719 -1.37697 -0.46491
N 4.07501 -0.61564 0.58446
H 2.13976 0.61136 -3.07035
H 2.41862 2.16495 -2.62691
H 4.73753 1.86466 -2.59851
H 4.08577 1.28269 -4.14215
H 5.42423 -0.50131 -3.60508
H 3.91662 -1.02732 -2.86378
H 5.51871 0.56051 -0.98332
H 6.46535 -0.75835 -1.63839
H 5.52525 -2.03846 -0.01425
H 4.03702 -2.00094 -0.96465
H 4.79731 -0.15577 1.13550
H 3.63420 -1.28796 1.20785
C -5.84666 -2.78695 4.27468
C -4.78950 -2.37665 3.30702
C -3.63956 -1.72762 3.74090
C -2.68530 -1.27752 2.84366
C -1.46411 -0.56509 3.34597
C -2.88129 -1.49115 1.47858
Te -1.49782 -0.47074 0.19873
N -0.76987 -2.13547 -0.54288
C 0.46763 -2.24206 -0.90473
O 1.35045 -1.31128 -0.87577
C 0.88578 -3.57967 -1.38953
C 0.41329 -4.71808 -0.73884
C 0.85876 -5.96819 -1.12585
C 1.75846 -6.09503 -2.17322
C 2.20736 -4.96657 -2.84332
C 1.78029 -3.71220 -2.44853
C -2.79719 0.24023 -1.29848
C -3.60048 1.30492 -0.87140
C -3.66629 1.74082 0.55463
C -4.32230 2.02519 -1.80895
C -4.23665 1.73769 -3.16838
C -4.93243 2.57121 -4.18000
C -3.42867 0.67086 -3.56712
C -2.68001 -0.06212 -2.66629
C -1.74884 -1.11304 -3.17594
C -3.98925 -2.20117 1.01971
C -4.14815 -2.52138 -0.42954
C -4.92799 -2.63453 1.94720
H -5.58203 -2.50176 5.28785
H -5.99433 -3.86479 4.24090
H -6.79711 -2.32153 4.01922
H -3.50093 -1.54752 4.79543
H -1.28743 -0.81840 4.38819
H -1.59615 0.51731 3.27396
H -0.58448 -0.86119 2.76267
H -0.28261 -4.60417 0.07772
H 0.50928 -6.84332 -0.60016
H 2.09851 -7.07143 -2.48058
H 2.89847 -5.06022 -3.66645
H 2.11128 -2.82809 -2.97269
H -3.24839 0.98885 1.22427
H -4.69567 1.93734 0.84557
H -3.10353 2.66868 0.66024
H -4.92502 2.85663 -1.47554
H -5.51669 3.35857 -3.71392
H -5.58815 1.95765 -4.79731
H -4.19774 3.02255 -4.84739
H -3.35028 0.44434 -4.61955
H -1.81047 -1.17386 -4.25904
H -1.97758 -2.09419 -2.76028
H -0.72522 -0.85628 -2.90334
H -3.16406 -2.67086 -0.87666
H -4.66453 -1.71156 -0.94736
H -4.74125 -3.42397 -0.55668
H -5.79070 -3.18259 1.59853


96
Properties=species:S:1:pos:R:3 method="wB97M-V/def2-TZVPD" homo_energy_ev="-3.4 / -3.4" energy_ev=-63858.55351 total_charge=-1 de_lowest_ev=0.682 e_lumo_ev="1.4 / 1.4"
Cs -1.17650 -0.82757 -0.20644
C -0.56350 -0.53447 5.38706
C -0.83920 -1.70368 4.69306
C -1.67190 -1.68888 3.59576
C -2.26710 -0.49617 3.15526
C -1.96150 0.68493 3.85916
C -1.13040 0.65803 4.95766
N -3.01910 -0.49107 2.02346
C -4.17350 0.13573 1.93396
C -4.94410 0.52163 3.07696
C -6.14900 1.14563 2.96606
C -6.68760 1.44512 1.70146
C -6.00270 1.08073 0.58116
C -4.75760 0.40383 0.64196
N -4.09110 0.00663 -0.44914
N -4.62400 0.32423 -1.59934
C -3.95510 0.03123 -2.73114
C -4.72170 0.03363 -3.92224
C -4.10420 -0.21637 -5.12064
C -2.72790 -0.44497 -5.13394
C -2.05310 -0.40307 -3.92614
N -2.62440 -0.18377 -2.75814
H 0.09030 -0.54907 6.24716
H -0.40950 -2.63878 5.03366
H -1.90620 -2.60857 3.07166
H -2.40090 1.61372 3.51316
H -0.92470 1.57372 5.49656
H -4.55090 0.27123 4.05466
H -6.70560 1.41462 3.85746
H -7.64460 1.94902 1.63136
H -6.39040 1.28762 -0.40584
H -5.78370 0.22103 -3.85434
H -4.67420 -0.23807 -6.04284
H -2.20390 -0.65327 -6.05484
H -0.98090 -0.56467 -3.89384
C -1.74640 3.80782 -2.10054
N -1.34030 3.50133 -0.74574
C -2.48480 3.38902 0.13296
C -0.36420 4.45532 -0.25884
C 0.33760 4.00872 1.02996
N 0.78050 2.62852 1.00696
C 1.74220 2.39013 -0.04994
C 1.31360 2.24543 2.29836
H -2.21120 4.80402 -2.19644
H -2.45960 3.05753 -2.43494
H -0.87830 3.77352 -2.75794
H -2.99130 4.35782 0.29036
H -2.16170 3.00003 1.09486
H -3.19910 2.68912 -0.29294
H -0.81620 5.45132 -0.06164
H 0.38360 4.59202 -1.04434
H -0.34560 4.12092 1.87466
H 1.18590 4.70722 1.19996
H 2.59400 3.09292 -0.00724
H 1.24550 2.49343 -1.01234
H 2.12100 1.37292 0.02986
H 2.12980 2.91022 2.63486
H 1.69470 1.22653 2.23836
H 0.51830 2.27133 3.04186
C 3.05290 -1.88798 2.33286
Si 4.18130 -1.76688 0.77876
C 5.70740 -2.89508 1.16836
C 4.95290 -0.01497 0.84606
C 3.14370 -2.06078 -0.73674
C 2.22390 -3.13918 -0.71854
C 2.43920 -4.32308 0.04306
C 1.61250 -5.40298 -0.09954
C 0.50930 -5.31518 -0.95544
C 0.31610 -4.10668 -1.60064
N 1.11530 -3.06247 -1.49934
Si 3.46140 -1.24488 -2.38994
C 2.21710 -1.59328 -3.79874
C 5.15210 -1.89368 -3.06064
C 3.68820 0.66233 -2.43134
H 3.54710 -1.57498 3.24906
H 2.71810 -2.91088 2.47386
H 2.16110 -1.27858 2.21006
H 6.34100 -2.43397 1.92376
H 6.31330 -3.04368 0.27926
H 5.42410 -3.87698 1.53936
H 5.43010 0.15653 1.80606
H 4.20720 0.76033 0.71186
H 5.70740 0.11893 0.07846
H 3.31980 -4.38308 0.66626
H 1.82000 -6.32948 0.42646
H -0.14760 -6.15558 -1.12784
H -0.52950 -3.97698 -2.27444
H 1.95950 -2.64488 -3.82044
H 2.61810 -1.31968 -4.77184
H 1.29900 -1.03718 -3.64004
H 5.16040 -2.97818 -3.10674
H 5.95840 -1.58918 -2.40084
H 5.37650 -1.51748 -4.05564
H 2.73780 1.18213 -2.37994
H 4.18720 0.96753 -3.34724
H 4.30040 1.00302 -1.60714


106
Properties=species:S:1:pos:R:3 method="wB97M-V/def2-TZVPD" homo_energy_ev=-9.2 smiles="O=C1OC[C@@H](F)O1.O=C1CCCO1.O=C1CCCO1.O=C1CCCO1.O=C1CCCO1.O=C1CCCO1.O=C1CCCO1.O=C1CCCO1.O=C1CCCO1" energy_ev=-78739.87846 e_lumo_ev=0.1
O -0.01445 2.76848 -0.81284
C -0.08755 1.55715 -0.68159
O 0.24388 0.72745 -1.66572
C -0.10713 -0.55971 -1.25244
C -0.28328 -0.40831 0.26869
F 0.87464 -0.73138 0.72225
O -0.49946 0.91547 0.41379
H -1.10529 -0.84562 -1.58417
H 0.65297 -1.26460 -1.58931
H -0.97455 -1.07876 0.77933
O 2.98988 -1.94092 -2.69790
C 4.06414 -2.12187 -3.19993
C 4.62913 -3.51109 -3.53931
C 5.76039 -3.12925 -4.42967
C 5.98398 -1.60548 -4.22878
O 4.97669 -1.14072 -3.38916
H 4.89750 -4.09341 -2.65784
H 3.87544 -4.14314 -4.00896
H 6.60383 -3.79510 -4.24700
H 5.44576 -3.29108 -5.46065
H 6.96269 -1.53150 -3.75468
H 6.03766 -1.08690 -5.18601
O -5.09667 5.07520 1.97800
C -4.59708 4.65751 0.95084
C -4.83912 3.44216 0.25253
C -3.48971 3.25438 -0.37648
C -3.10166 4.61925 -0.68687
O -3.66834 5.41502 0.24457
H -5.14461 2.60274 0.87716
H -5.54449 3.62185 -0.55880
H -2.79359 2.80422 0.33124
H -3.56930 2.57545 -1.22549
H -2.03982 4.38694 -0.60540
H -3.50561 4.91092 -1.65633
O -2.16249 -1.32437 3.00001
C -2.80130 -0.37983 3.53049
C -3.13974 -0.15616 4.98071
C -3.42704 1.28614 4.92772
C -3.90438 1.53439 3.50741
O -3.20846 0.64030 2.70799
H -3.89844 -0.85247 5.33797
H -2.27277 -0.33334 5.61716
H -4.16922 1.52820 5.68843
H -2.60505 1.97255 5.13086
H -4.98007 1.36075 3.47873
H -3.67719 2.58403 3.32096
O 1.04868 6.88126 0.88178
C 1.41768 6.44137 -0.25432
C 0.50717 6.00445 -1.39392
C 1.57509 5.88814 -2.51678
C 2.91626 5.58735 -1.82783
O 2.72645 6.28122 -0.58284
H 0.00961 5.05661 -1.18865
H -0.29621 6.72576 -1.54357
H 1.10736 5.13096 -3.14608
H 1.63325 6.82364 -3.07316
H 3.01805 4.50521 -1.74604
H 3.69021 6.12693 -2.37368
O -3.46026 -1.23392 -2.62011
C -4.24137 -1.38986 -1.61072
C -4.17194 -0.73722 -0.26630
C -5.60006 -0.75156 0.18657
C -6.23874 -1.94277 -0.44903
O -5.44960 -2.08893 -1.66047
H -3.46839 -1.40723 0.22787
H -3.67830 0.23049 -0.17712
H -5.71111 -0.82533 1.26839
H -6.14399 0.12414 -0.16757
H -6.19935 -2.81701 0.20077
H -7.27861 -1.70845 -0.67679
O -1.45136 -3.17817 -0.66791
C -0.70546 -3.99923 -1.21316
C 0.05627 -5.18821 -0.62062
C 1.20967 -5.40120 -1.62059
C 0.48926 -4.82563 -2.88969
O -0.22412 -3.68649 -2.37607
H 0.39465 -4.86177 0.36276
H -0.61432 -6.03609 -0.48094
H 1.96299 -4.68100 -1.30132
H 1.57334 -6.41431 -1.79220
H 1.28590 -4.49883 -3.55801
H -0.20231 -5.52246 -3.36324
O 5.68147 3.57566 0.00841
C 4.87590 2.65577 0.13239
C 4.72349 1.43919 -0.79379
C 3.83048 0.50460 0.07714
C 3.21838 1.40968 1.21960
O 3.94240 2.67146 1.10052
H 4.26460 1.75355 -1.73118
H 5.65468 0.95829 -1.09330
H 3.10960 0.08064 -0.62193
H 4.43774 -0.35063 0.37367
H 2.13417 1.44761 1.11399
H 3.38247 0.99770 2.21531
O -0.39601 -5.28676 3.20135
C 0.28977 -4.31380 3.55057
C 0.74271 -3.18974 2.63911
C 1.99292 -2.82275 3.40012
C 1.88719 -3.30163 4.80961
O 0.88425 -4.26719 4.76345
H 1.11236 -3.63058 1.71330
H 0.00830 -2.41692 2.41220
H 2.82083 -3.29968 2.87554
H 2.23856 -1.76713 3.51602
H 2.78374 -3.85690 5.08524
H 1.60313 -2.51757 5.51151


One value per record, in order, for molecular weight: 942.80, 971.77, 758.92, 794.77 g/mol.